Record 1
Formula: C4H12N2O
Source: OMol25
Level of theory: ωB97M-V/def2-TZVPD

net charge	0
Kohn-Sham gap	6.2	eV
ΔE to the lowest compared entry with this formula, charge and spin	134.3	kcal per mole
electronic energy	-344.1709	hartree

Geometry as XYZ:
```
19
Properties=species:S:1:pos:R:3:forces:R:3:mulliken_charge:R:1
C 2.355 1.398 -0.121 -3.5 -2.3 -0.7 -1.228
C -0.213 -2.186 -0.165 2.3 0.4 1.5 -0.852
C 0.786 1.239 -0.035 1.5 0.6 0.9 -0.495
C -2.971 0.295 -0.177 3.7 -1.3 2.9 -0.176
N 0.435 -0.033 0.540 -2.9 -2.2 -1.1 0.177
N 0.784 -1.123 -0.348 0.6 -0.6 -0.6 -0.805
O -1.966 0.898 0.180 -2.3 -0.3 -0.6 -0.477
H 2.798 1.093 0.763 1.1 -0.4 1.8 0.339
H 2.611 0.723 -0.924 0.5 -0.1 -0.1 0.333
H 2.529 2.371 -0.356 0.9 2.8 -0.6 0.428
H -0.286 -2.401 0.923 -0.1 -0.5 -0.1 0.306
H -1.220 -1.975 -0.459 -1.1 0.2 -0.8 0.147
H 0.190 -3.085 -0.659 -0.5 0.4 0.1 0.290
H 0.223 1.969 0.564 0.5 0.3 -0.5 0.391
H 0.505 1.128 -1.037 -1.1 0.5 -1.4 0.300
H -3.563 0.598 -0.928 -2.4 1.7 -2.8 0.325
H -3.198 -0.703 0.234 0.0 0.1 0.2 0.255
H 0.854 -0.035 1.456 0.1 -0.7 1.0 0.311
H -0.653 -0.172 0.550 2.6 1.4 1.0 0.431
```
Forces are in eV/Å.

Record 2
Formula: C4H12N2O
Source: OMol25
Level of theory: ωB97M-V/def2-TZVPD

net charge	0
SMILES	CC/C(N)=C/N.O
Kohn-Sham gap	8.2	eV
ΔE to the lowest compared entry with this formula, charge and spin	31.8	kcal per mole
electronic energy	-344.3343	hartree

Geometry as XYZ:
```
19
Properties=species:S:1:pos:R:3:forces:R:3:mulliken_charge:R:1
C 1.964 -0.349 -0.548 -0.1 -0.8 1.4 -1.001
C 1.303 0.684 0.378 0.1 0.2 -0.6 -0.772
C -0.022 0.262 0.916 0.1 -0.9 0.0 0.472
C -1.167 0.665 0.372 -0.3 0.6 0.6 -0.190
N -2.443 0.302 0.817 -0.4 -0.3 -0.7 -0.523
N -0.021 -0.695 1.968 0.0 0.3 -0.1 -0.631
H 1.244 -0.741 -1.254 0.2 0.1 -0.5 0.288
H 2.262 -1.225 0.049 -0.1 0.0 0.0 0.283
H 2.906 -0.014 -0.957 0.0 0.3 -0.5 0.322
H 1.089 1.581 -0.202 0.3 0.2 0.0 0.278
H 2.012 0.942 1.171 -0.2 0.1 0.1 0.342
H -1.179 1.411 -0.411 0.1 0.0 0.0 0.361
H -2.621 -0.205 1.663 0.4 0.1 0.2 0.134
H -3.183 0.934 0.577 0.0 0.0 0.0 0.202
H -0.853 -1.266 1.952 0.0 -0.1 0.1 0.193
H 0.784 -1.303 1.916 0.0 0.0 0.1 0.253
H -0.079 0.069 -2.546 0.0 -0.2 -0.3 0.314
H -1.417 -0.571 -2.693 0.0 -0.2 -0.2 0.340
O -0.579 -0.481 -3.168 -0.1 0.3 0.6 -0.664
```
Forces are in eV/Å.

Record 3
Formula: C4H12N2O
Source: OMol25
Level of theory: ωB97M-V/def2-TZVPD

net charge	0
SMILES	NCC[C@H](N)CO
Kohn-Sham gap	9.7	eV
ΔE to the lowest compared entry with this formula, charge and spin	74.3	kcal per mole
electronic energy	-344.2666	hartree

Geometry as XYZ:
```
19
Properties=species:S:1:pos:R:3:forces:R:3:mulliken_charge:R:1
C 0.793 1.674 0.203 0.6 2.0 2.9 -0.932
O -0.004 2.461 1.178 1.2 -5.1 1.3 -0.523
C -0.121 0.617 -0.369 3.8 0.6 -3.0 0.548
C 0.395 -0.821 -0.331 -2.9 0.0 2.9 -0.618
C -0.570 -1.504 0.739 3.2 -1.2 0.0 -0.806
N -0.332 -2.952 0.983 -3.8 1.6 -1.4 -0.548
N -0.051 0.960 -1.854 -1.3 3.0 1.0 -0.856
H 1.642 1.330 0.784 -0.1 -0.9 0.4 0.203
H 1.368 2.427 -0.383 -1.1 -0.7 -0.8 0.491
H -1.062 0.848 0.047 -1.2 -0.5 0.6 0.385
H 0.165 -1.121 -1.323 0.1 -1.2 -0.7 0.266
H 1.399 -1.058 -0.054 0.8 0.6 -0.1 0.358
H -0.584 -1.032 1.711 0.5 0.7 0.2 0.335
H -1.513 -1.313 0.346 -2.0 -0.4 -0.5 0.427
H 0.559 -3.250 1.240 1.5 -0.4 -0.1 0.213
H -0.830 -3.390 0.202 1.2 -0.7 0.7 0.242
H -0.133 3.279 0.869 -0.7 4.7 -1.8 0.273
H -0.156 2.003 -1.712 0.6 -1.0 -1.2 0.307
H -0.964 0.844 -2.277 -0.3 -1.0 -0.3 0.236
```
Forces are in eV/Å.

Record 4
Formula: C4H12N2O
Source: OMol25
Level of theory: ωB97M-V/def2-TZVPD

net charge	0
SMILES	NCC[C@@H](N)CO
Kohn-Sham gap	10.1	eV
ΔE to the lowest compared entry with this formula, charge and spin	30.4	kcal per mole
electronic energy	-344.3366	hartree

Geometry as XYZ:
```
19
Properties=species:S:1:pos:R:3:forces:R:3:mulliken_charge:R:1
C 0.341 1.076 -1.596 -0.4 0.1 0.1 -0.494
O -0.316 2.335 -1.453 0.0 0.1 0.1 -0.531
C 0.415 0.417 -0.211 0.7 0.1 -0.1 0.171
C -0.220 -0.971 -0.205 0.1 0.1 0.2 -0.848
C -0.506 -1.472 1.205 0.1 0.5 -0.1 -0.752
N -1.464 -0.577 1.873 -0.5 -0.3 -0.1 -0.574
N 1.794 0.323 0.329 -0.4 -0.1 0.0 -0.669
H 1.332 1.233 -2.017 0.2 -0.1 -0.1 0.275
H -0.233 0.433 -2.271 0.0 0.0 -0.1 0.332
H -0.302 2.821 -2.284 0.1 -0.2 0.0 0.298
H -0.135 1.069 0.458 -0.2 0.0 0.1 0.433
H 0.468 -1.660 -0.699 0.0 -0.1 -0.1 0.322
H -1.145 -0.953 -0.780 -0.2 0.0 -0.1 0.397
H 0.434 -1.430 1.755 0.0 -0.2 0.1 0.382
H -0.875 -2.495 1.168 0.1 -0.3 0.0 0.339
H -2.346 -0.623 1.359 0.2 0.2 0.0 0.205
H -1.703 -0.953 2.786 0.2 0.1 0.0 0.250
H 2.488 0.362 -0.405 0.0 0.0 0.1 0.215
H 1.973 1.066 0.989 0.1 0.1 -0.1 0.247
```
Forces are in eV/Å.

Record 5
Formula: C4H12N2O
Source: OMol25
Level of theory: ωB97M-V/def2-TZVPD

net charge	0
SMILES	C=NC.NCCO
Kohn-Sham gap	10.2	eV
ΔE to the lowest compared entry with this formula, charge and spin	52.8	kcal per mole
electronic energy	-344.3009	hartree

Geometry as XYZ:
```
19
Properties=species:S:1:pos:R:3:forces:R:3:mulliken_charge:R:1
C 1.986 0.610 0.980 0.1 -0.8 -0.2 -0.387
O 2.482 -0.733 0.777 0.1 0.5 0.2 -0.506
C 1.233 0.965 -0.276 -0.3 0.5 -0.2 0.327
N 0.580 2.275 -0.145 0.2 -0.1 0.2 -0.672
H 1.338 0.607 1.860 -0.1 0.2 0.0 0.214
H 2.814 1.306 1.121 0.0 0.1 0.1 0.326
H 3.227 -0.848 1.376 -0.1 -0.1 -0.1 0.291
H 1.955 0.997 -1.092 -0.1 0.0 -0.1 0.321
H 0.497 0.194 -0.496 0.2 -0.2 0.0 -0.360
H -0.279 2.148 0.372 -0.1 0.1 0.1 0.256
H 0.298 2.633 -1.047 0.1 -0.1 -0.1 0.245
C -1.296 -1.699 -1.029 -0.7 0.7 0.1 -0.683
C -2.889 -0.645 0.278 0.3 0.3 0.0 -0.254
N -2.023 -0.480 -0.622 0.1 -0.6 0.0 -0.340
H -1.469 -1.802 -2.098 0.2 -0.2 -0.1 0.207
H -1.701 -2.572 -0.509 0.3 -0.2 0.0 0.376
H -0.238 -1.559 -0.836 0.1 -0.2 0.0 0.158
H -3.487 0.205 0.594 0.0 0.0 0.1 0.274
H -3.029 -1.602 0.793 -0.2 0.0 -0.1 0.206
```
Forces are in eV/Å.

Record 6
Formula: C4H12N2O
Source: OMol25
Level of theory: ωB97M-V/def2-TZVPD

net charge	0
SMILES	CNC(C)=O.CN
Kohn-Sham gap	9.1	eV
ΔE to the lowest compared entry with this formula, charge and spin	96.7	kcal per mole
electronic energy	-344.2309	hartree

Geometry as XYZ:
```
19
Properties=species:S:1:pos:R:3:forces:R:3:mulliken_charge:R:1
C -0.144 2.160 -0.948 -1.9 -0.2 0.0 -0.799
C -1.477 -0.493 1.014 -2.1 -3.3 0.6 -1.059
C -0.066 -0.831 0.570 2.8 5.2 -0.2 0.636
C 1.280 -1.926 -1.203 4.1 1.8 -0.8 -0.762
H 0.085 1.549 1.058 -0.4 0.6 -0.9 0.252
H -0.199 3.151 1.030 -0.3 -1.0 -1.8 0.233
H -0.574 3.050 -1.375 -1.8 0.0 -0.5 0.375
H 0.783 2.508 -1.298 2.6 -1.1 -0.1 0.335
H -0.554 1.162 -1.490 1.1 2.4 1.5 0.172
H -1.791 -0.815 2.087 0.9 0.8 -1.9 0.262
H -2.234 -0.918 0.312 0.6 -1.4 0.5 0.343
H -1.880 0.437 0.715 1.1 2.1 0.7 0.363
H -0.664 -2.517 -0.388 2.3 3.9 -1.7 0.318
H 1.953 -0.956 -0.996 -1.0 -2.2 -0.7 0.286
H 1.891 -2.835 -0.828 -1.5 1.3 0.1 0.264
H 1.228 -2.058 -2.315 -0.2 0.2 1.0 0.275
N -0.418 2.263 0.499 0.6 0.1 1.6 -0.527
N 0.039 -1.503 -0.673 -4.2 -5.5 3.7 -0.278
O 0.880 -0.067 1.014 -2.6 -4.1 -1.3 -0.688
```
Forces are in eV/Å.

Record 7
Formula: C4H12N2O
Source: OMol25
Level of theory: ωB97M-V/def2-TZVPD

net charge	0
SMILES	C[C@H](O)[C@H](N)CN
Kohn-Sham gap	10.0	eV
ΔE to the lowest compared entry with this formula, charge and spin	29.1	kcal per mole
electronic energy	-344.3386	hartree

Geometry as XYZ:
```
19
Properties=species:S:1:pos:R:3:forces:R:3:mulliken_charge:R:1
N 0.835 -1.337 -0.695 -1.0 1.2 -0.6 -0.624
C 0.500 -0.232 0.194 0.3 -1.3 1.5 0.090
C 0.509 1.092 -0.553 0.2 0.7 -0.6 0.255
C -0.226 2.212 0.191 -0.3 -0.8 0.1 -1.286
O -0.019 0.915 -1.864 -0.4 0.1 0.3 -0.579
C -0.786 -0.570 0.997 0.6 -0.1 -0.6 -0.675
N -0.705 -1.941 1.553 -0.5 0.4 -0.5 -0.571
H 1.815 -1.345 -0.911 0.0 -0.6 0.0 0.189
H 0.376 -2.191 -0.427 0.6 -0.3 0.3 0.215
H 1.244 -0.232 1.012 0.2 0.6 -0.2 0.221
H 1.548 1.421 -0.677 0.1 -0.2 0.1 0.274
H -1.286 2.143 -0.058 0.0 0.2 0.0 0.311
H 0.135 3.220 0.004 0.1 -0.1 -0.2 0.341
H -0.146 1.974 1.249 0.1 0.5 0.3 0.292
H -0.190 -0.038 -1.938 0.3 0.0 -0.2 0.421
H -0.866 0.157 1.799 -0.3 0.2 0.0 0.292
H -1.648 -0.485 0.331 -0.1 -0.1 0.2 0.377
H -0.488 -1.924 2.542 0.0 0.0 -0.1 0.236
H -1.631 -2.332 1.439 0.1 -0.3 0.3 0.219
```
Forces are in eV/Å.

Record 8
Formula: C4H12N2O
Source: OMol25
Level of theory: ωB97M-V/def2-TZVPD

net charge	0
SMILES	C[C@H](O)CNCN
Kohn-Sham gap	10.1	eV
ΔE to the lowest compared entry with this formula, charge and spin	34.0	kcal per mole
electronic energy	-344.3308	hartree

Geometry as XYZ:
```
19
Properties=species:S:1:pos:R:3:forces:R:3:mulliken_charge:R:1
C -0.539 0.346 -0.742 -0.2 -0.5 1.0 -0.979
C -0.424 -1.175 -0.895 -0.4 0.3 -0.2 0.570
C -1.772 -1.669 -1.401 0.3 -0.9 0.6 -1.363
O -0.102 -1.737 0.376 -0.3 0.3 -0.4 -0.551
N 0.687 0.963 -0.321 0.6 0.0 -0.3 -0.187
C 0.790 1.884 0.777 0.0 0.0 0.2 -0.460
N 1.541 1.326 1.922 0.0 0.1 -0.8 -0.603
H -1.215 0.424 0.122 -0.3 0.3 -0.4 0.428
H -1.018 0.760 -1.630 0.1 0.3 -0.1 0.299
H 0.366 -1.423 -1.603 0.2 -0.1 -0.2 0.207
H -1.906 -1.476 -2.463 -0.2 0.4 0.1 0.358
H -1.843 -2.751 -1.289 0.1 -0.1 0.0 0.378
H -2.559 -1.268 -0.756 -0.1 0.2 -0.4 0.325
H 0.323 -0.996 0.824 0.4 -0.3 0.2 0.275
H 1.310 1.192 -1.077 0.1 -0.1 0.0 0.233
H -0.220 2.179 1.101 0.1 0.1 -0.3 0.313
H 1.359 2.763 0.452 -0.3 0.0 0.1 0.324
H 1.083 0.478 2.237 0.0 0.2 0.3 0.194
H 1.545 2.024 2.654 0.0 -0.2 0.3 0.237
```
Forces are in eV/Å.

Record 9
Formula: C4H12N2O
Source: OMol25
Level of theory: ωB97M-V/def2-TZVPD

net charge	0
SMILES	CCC/N=C\N.O
Kohn-Sham gap	9.7	eV
ΔE to the lowest compared entry with this formula, charge and spin	36.5	kcal per mole
electronic energy	-344.3268	hartree

Geometry as XYZ:
```
19
Properties=species:S:1:pos:R:3:forces:R:3:mulliken_charge:R:1
C -1.294 0.733 -1.787 0.7 0.4 -0.9 -1.458
C -0.649 0.659 -0.420 -1.3 -0.1 0.4 -0.084
C -0.977 -0.651 0.288 0.2 0.9 0.7 -0.536
N 1.346 0.526 2.021 0.0 0.0 -0.4 -0.492
C 0.203 -0.187 2.367 -0.2 0.0 -0.1 0.027
N -0.771 -0.675 1.734 0.3 -0.8 -0.5 -0.529
H -1.094 -0.134 -2.415 0.0 -0.4 0.3 0.322
H -2.368 0.888 -1.769 -0.1 0.0 0.2 0.380
H -0.830 1.536 -2.374 -0.3 0.2 0.2 0.379
H 0.391 0.853 -0.444 1.2 -0.2 -0.6 0.152
H -1.003 1.467 0.210 -0.5 0.3 0.1 0.383
H -0.469 -1.461 -0.223 0.2 -0.5 0.1 0.207
H -2.033 -0.847 0.212 -0.5 -0.1 -0.5 0.364
H 1.481 1.336 2.608 0.2 -0.1 0.1 0.227
H 1.481 0.747 1.049 -0.1 0.0 -0.1 0.284
H 0.182 -0.407 3.412 0.0 0.2 0.9 0.377
H 1.516 -1.578 -1.097 -1.2 -0.1 0.6 0.279
H 2.835 -1.685 -1.644 0.3 0.4 -0.5 0.317
O 2.052 -1.121 -1.729 0.9 -0.3 -0.1 -0.598
```
Forces are in eV/Å.

Record 10
Formula: C4H12N2O
Source: OMol25
Level of theory: ωB97M-V/def2-TZVPD

net charge	0
SMILES	NCCNCCO
Kohn-Sham gap	9.3	eV
ΔE to the lowest compared entry with this formula, charge and spin	45.8	kcal per mole
electronic energy	-344.3120	hartree

Geometry as XYZ:
```
19
Properties=species:S:1:pos:R:3:forces:R:3:mulliken_charge:R:1
N -0.849 2.374 -2.233 0.9 -0.5 -0.7 -0.698
C -0.444 1.549 -1.074 0.1 0.7 0.2 -0.471
C -0.105 0.091 -1.390 -0.2 -0.2 0.8 -0.561
N -0.637 -0.838 -0.413 -0.9 0.2 -0.5 -0.225
C -0.368 -0.717 0.984 1.2 0.2 -0.2 -0.572
C 1.055 -1.156 1.350 0.2 -0.6 1.1 -0.443
O 1.251 -1.259 2.786 -0.6 0.1 -0.7 -0.527
H -1.146 1.745 -2.982 -0.5 0.1 0.3 0.256
H 0.005 2.721 -2.671 -0.1 0.3 0.3 0.276
H 0.415 2.041 -0.603 0.0 0.0 -0.1 0.329
H -1.225 1.628 -0.319 -0.3 -0.4 -0.1 0.278
H 0.978 -0.034 -1.438 0.2 0.2 -0.5 0.212
H -0.569 -0.160 -2.344 0.2 -0.1 -0.1 0.453
H -1.008 -1.685 -0.794 0.1 -0.2 0.3 0.202
H -1.050 -1.339 1.551 -0.3 0.0 0.1 0.481
H -0.478 0.325 1.296 -0.3 -0.1 0.1 0.138
H 1.846 -0.500 0.994 -0.1 0.2 -0.1 0.283
H 1.228 -2.151 0.944 0.1 -0.1 -0.4 0.292
H 0.568 -1.888 3.061 0.3 0.2 0.3 0.299
```
Forces are in eV/Å.